{"formula": "C45H110N10O5", "method": "ωB97M-V/def2-TZVPD", "elements": ["C", "C", "N", "C", "C", "C", "C", "H", "H", "H", "H", "H", "H", "H", "H", "H", "H", "H", "H", "H", "H", "H", "C", "C", "N", "C", "C", "C", "C", "H", "H", "H", "H", "H", "H", "H", "H", "H", "H", "H", "H", "H", "H", "H", "C", "C", "N", "C", "C", "C", "C", "H", "H", "H", "H", "H", "H", "H", "H", "H", "H", "H", "H", "H", "H", "H", "C", "C", "N", "C", "C", "C", "C", "H", "H", "H", "H", "H", "H", "H", "H", "H", "H", "H", "H", "H", "H", "H", "C", "C", "N", "C", "C", "C", "C", "H", "H", "H", "H", "H", "H", "H", "H", "H", "H", "H", "H", "H", "H", "H", "C", "N", "C", "C", "O", "H", "H", "H", "H", "H", "H", "H", "C", "N", "C", "C", "O", "H", "H", "H", "H", "H", "H", "H", "C", "N", "C", "C", "O", "H", "H", "H", "H", "H", "H", "H", "C", "N", "C", "C", "O", "H", "H", "H", "H", "H", "H", "H", "C", "N", "C", "C", "O", "H", "H", "H", "H", "H", "H", "H"], "xyz": [[0.7401, -5.7922, -15.1871], [1.7284, -4.8614, -14.5092], [3.0317, -5.4753, -14.2547], [3.9378, -4.4551, -13.7353], [5.3278, -4.9810, -13.4393], [2.9093, -6.6320, -13.3775], [2.3088, -6.3662, -11.9788], [-0.0882, -5.2463, -15.6341], [0.3074, -6.5045, -14.4888], [1.2078, -6.3494, -16.0062], [1.9125, -3.9822, -15.1379], [1.2727, -4.4729, -13.5783], [4.0299, -3.7037, -14.5274], [3.5331, -3.9470, -12.8432], [5.6944, -5.6264, -14.2372], [6.0238, -4.1514, -13.3072], [5.3522, -5.5545, -12.5087], [3.9022, -7.0733, -13.2704], [2.3141, -7.3814, -13.9006], [1.2293, -6.1855, -12.0507], [2.7463, -5.5038, -11.4735], [2.4277, -7.2317, -11.3242], [-3.2702, 2.6276, -10.0605], [-3.7939, 2.7892, -11.4723], [-4.6720, 1.7332, -11.9535], [-4.0338, 0.4453, -12.1354], [-2.8470, 0.4753, -13.0868], [-5.8834, 1.6182, -11.2042], [-7.0111, 0.9594, -11.9736], [-2.8297, 1.6423, -9.8879], [-4.0745, 2.7466, -9.3307], [-2.5003, 3.3701, -9.8470], [-4.3293, 3.7400, -11.5577], [-2.9743, 2.8766, -12.1877], [-3.7034, -0.0067, -11.1770], [-4.7809, -0.2448, -12.5444], [-1.9461, 0.8274, -12.5827], [-2.6486, -0.5043, -13.5258], [-3.0545, 1.1565, -13.9173], [-6.2002, 2.6299, -10.9420], [-5.6942, 1.0792, -10.2554], [-7.0451, -0.1124, -11.7872], [-6.9348, 1.1162, -13.0487], [-7.9433, 1.4378, -11.6654], [-7.6007, -4.3071, -14.5757], [-7.4735, -3.4684, -15.8318], [-6.5485, -2.3316, -15.6845], [-6.1315, -1.8232, -16.9851], [-5.0250, -0.7885, -16.9157], [-7.0257, -1.3085, -14.7711], [-8.4088, -0.7227, -15.0926], [-8.3643, -5.0683, -14.7558], [-7.9498, -3.7020, -13.7377], [-6.6732, -4.8176, -14.3246], [-7.1048, -4.0711, -16.6635], [-8.4676, -3.1005, -16.1330], [-5.7858, -2.6661, -17.5874], [-6.9699, -1.3681, -17.5485], [-4.2346, -1.1289, -16.2380], [-4.5543, -0.6864, -17.8918], [-5.3737, 0.1698, -16.5361], [-6.3466, -0.4558, -14.7723], [-6.9955, -1.7434, -13.7681], [-9.2247, -1.4088, -14.8494], [-8.4886, -0.4599, -16.1481], [-8.5921, 0.1782, -14.5056], [0.4851, -3.2600, -17.7399], [0.7721, -1.9995, -16.9584], [-0.1718, -0.9226, -17.1144], [0.2289, 0.1659, -16.2414], [-0.7824, 1.2622, -16.0839], [-0.4263, -0.5369, -18.5051], [0.7680, 0.0188, -19.2813], [-0.5207, -3.6571, -17.6184], [1.1432, -4.0372, -17.3363], [0.7256, -3.1474, -18.7969], [0.8521, -2.2375, -15.8961], [1.7733, -1.6331, -17.2573], [1.2013, 0.5777, -16.5634], [0.3929, -0.2591, -15.2472], [-1.2430, 1.6082, -17.0109], [-0.3701, 2.1384, -15.5738], [-1.6190, 0.9592, -15.4501], [-0.8103, -1.4132, -19.0179], [-1.2288, 0.1986, -18.5160], [1.5809, -0.7034, -19.3331], [0.4582, 0.2760, -20.2962], [1.1129, 0.9537, -18.8362], [-4.5991, -6.8991, -13.3471], [-3.4853, -7.5249, -12.5071], [-3.8732, -8.0101, -11.2003], [-4.2065, -6.9555, -10.2607], [-3.0959, -5.9385, -10.0430], [-4.8503, -9.0757, -11.1730], [-4.5526, -10.1625, -12.1830], [-4.8774, -5.9248, -12.9312], [-5.4875, -7.5281, -13.4043], [-4.2510, -6.7167, -14.3683], [-3.0193, -8.3322, -13.0849], [-2.6748, -6.8083, -12.3804], [-5.1670, -6.4645, -10.5178], [-4.4060, -7.4596, -9.3046], [-2.1309, -6.4124, -9.8670], [-3.0636, -5.2074, -10.8514], [-3.3207, -5.3929, -9.1190], [-5.8642, -8.6583, -11.3344], [-4.8269, -9.4848, -10.1601], [-3.4848, -10.4043, -12.1510], [-4.7166, -9.8092, -13.2030], [-5.1270, -11.0566, -11.9644], [-3.1909, -3.2085, -19.1847], [-2.1495, -3.8361, -19.9649], [-1.5693, -3.2645, -21.0721], [-0.3877, -4.0070, -21.6599], [-1.9455, -2.1980, -21.5394], [-3.8633, -2.6083, -19.7825], [-2.7582, -2.6070, -18.3720], [-3.7567, -3.9823, -18.6557], [-1.6454, -4.5772, -19.5134], [-0.0223, -4.8388, -21.0628], [0.4189, -3.2852, -21.7915], [-0.6639, -4.3384, -22.6611], [-4.7484, -3.2968, -12.2719], [-4.4572, -3.2060, -13.6870], [-3.2445, -3.5334, -14.1524], [-3.0689, -3.5865, -15.6523], [-2.3038, -3.8053, -13.3947], [-3.8773, -2.9084, -11.7319], [-4.8783, -4.3440, -11.9976], [-5.5597, -2.6402, -11.9707], [-5.1617, -2.8978, -14.3639], [-3.9969, -3.6152, -16.2250], [-2.5189, -4.4942, -15.8951], [-2.4808, -2.7254, -15.9893], [-8.3424, -2.0996, -10.3993], [-7.1483, -1.7172, -9.6963], [-6.2267, -2.6174, -9.2740], [-5.0303, -2.0386, -8.5742], [-6.3060, -3.8164, -9.5164], [-8.7866, -2.9808, -9.9337], [-8.1777, -2.2792, -11.4622], [-9.0992, -1.3224, -10.2995], [-7.0711, -0.7821, -9.3391], [-5.1870, -2.0382, -7.4914], [-4.8144, -1.0247, -8.9078], [-4.1761, -2.6926, -8.7299], [-1.4993, -2.7752, -10.0356], [-0.9924, -2.3622, -11.3088], [0.1054, -1.5944, -11.4045], [0.4872, -1.2297, -12.8238], [0.7295, -1.1948, -10.4410], [-0.8697, -3.5536, -9.5863], [-2.4941, -3.1960, -10.1309], [-1.4840, -1.9229, -9.3582], [-1.3074, -2.7950, -12.1715], [0.8366, -2.0902, -13.3981], [1.2991, -0.5140, -12.7630], [-0.4058, -0.8303, -13.2997], [-7.2743, -6.6409, -11.8015], [-6.9277, -6.4884, -10.4221], [-7.0436, -7.5430, -9.5632], [-6.5133, -7.3323, -8.1544], [-7.5186, -8.6029, -9.9016], [-7.1843, -5.6679, -12.2917], [-8.3126, -6.9557, -11.9372], [-6.6086, -7.3306, -12.3210], [-6.8143, -5.5430, -10.0751], [-5.5865, -6.7700, -8.1023], [-6.3520, -8.3343, -7.7497], [-7.2854, -6.9201, -7.5003]], "atomic_forces_ev_per_a": [[-0.0125, -0.2069, -0.3073], [0.0090, 0.2317, -0.0494], [-0.3847, 0.2145, 0.2107], [0.1716, 0.0748, -0.3912], [0.1364, -0.1181, 0.4224], [0.1882, -0.1811, 0.4561], [-0.3806, -0.1055, -0.2699], [-0.0797, 0.2195, 0.1620], [-0.0169, -0.1035, 0.0650], [0.1137, 0.0233, 0.1592], [0.0017, -0.1335, -0.0065], [0.0631, -0.0281, -0.1071], [-0.1266, 0.0629, 0.1286], [0.0075, -0.0030, -0.0847], [-0.0305, 0.0564, -0.0960], [-0.0179, 0.0028, -0.0666], [0.0068, -0.0085, -0.0627], [-0.0356, 0.0249, 0.0097], [-0.0468, -0.0171, 0.0733], [0.1402, 0.0401, 0.0325], [0.1089, -0.0414, -0.0777], [0.1063, -0.0168, -0.1032], [0.0733, -0.1438, 0.3801], [0.1193, 0.1586, -0.4373], [0.4140, 0.0778, -0.5078], [0.1512, -0.5594, -0.0836], [-0.0756, 0.3448, -0.1547], [-0.1176, 0.3397, 0.2657], [-0.3304, -0.0349, 0.0631], [0.0650, 0.0344, -0.0966], [0.0520, 0.0607, 0.0257], [-0.0547, 0.0133, 0.0285], [-0.1054, -0.0814, 0.0431], [0.1131, -0.0703, 0.1050], [-0.1218, 0.0758, -0.0416], [-0.0299, 0.1076, 0.0478], [0.0688, -0.0568, -0.0721], [-0.0129, -0.0817, 0.2139], [-0.0593, -0.0171, 0.0947], [0.0752, 0.0139, 0.1057], [-0.2311, 0.0332, 0.0824], [-0.1955, -0.0369, -0.0735], [0.2533, 0.1153, 0.0077], [-0.1701, -0.3801, 0.0543], [-0.3743, -0.1025, -0.2899], [0.0168, 0.5628, -0.0940], [0.3309, -0.4925, -0.2613], [-0.2514, 0.4266, -0.3625], [0.4475, -0.3270, 0.4528], [-0.4931, 0.4219, -0.0049], [-0.2235, -0.2534, 0.2948], [0.0644, -0.0300, 0.1169], [0.1037, -0.0711, 0.1248], [0.0919, 0.1037, 0.0764], [0.0242, -0.0815, 0.0843], [0.0636, -0.1425, -0.0316], [-0.0414, -0.0905, 0.0956], [0.0080, -0.2541, 0.0892], [-0.0578, 0.0365, 0.0091], [-0.1447, 0.2935, -0.0785], [0.0251, 0.1361, -0.2518], [0.3639, -0.2840, 0.0637], [-0.1652, 0.2258, 0.0938], [0.0725, -0.0257, -0.1052], [0.0048, 0.0254, 0.0111], [0.1094, 0.0297, -0.0247], [0.4949, -0.4928, 0.1275], [0.4994, 0.1347, -0.2279], [-0.8572, 0.0378, 0.1848], [0.4060, -0.0072, 0.0623], [-0.9103, 0.6778, 0.2755], [0.2032, -0.0287, 0.1210], [-0.3003, 0.2399, 0.0042], [-0.2511, 0.2980, 0.0072], [0.0429, 0.0430, -0.2240], [-0.1650, -0.0219, -0.0753], [-0.1650, 0.0341, 0.0407], [0.1191, -0.2475, 0.1131], [-0.0216, 0.0648, 0.0315], [0.1401, -0.0224, -0.1778], [0.2814, 0.0243, -0.0977], [0.2119, -0.1037, -0.1752], [0.0663, -0.2809, -0.1167], [-0.1044, -0.1056, -0.1136], [-0.0775, -0.0330, 0.0153], [0.1397, 0.0874, -0.0250], [0.0001, -0.1889, -0.0160], [0.2253, -0.1089, 0.0711], [0.4114, 0.4029, -0.2891], [0.1782, -0.2889, -0.3717], [1.0329, 0.1247, -0.0935], [0.3651, 0.0077, 0.1318], [-0.4208, 0.0484, 0.4341], [-0.3758, 0.3427, -0.2747], [0.6112, 0.2057, -0.0545], [-0.1496, -0.3042, -0.1369], [0.4529, -0.0173, -0.2850], [0.0654, -0.0209, 0.0088], [-0.1868, -0.0529, 0.1763], [-0.0521, 0.1913, 0.0421], [1.6381, -0.1097, 0.0713], [0.2767, -0.0097, -0.3644], [0.1208, -0.0323, -0.3286], [0.3363, -0.1029, -0.0278], [-0.0644, 0.1231, -0.1169], [0.4829, -0.7539, 0.0331], [-0.1724, -0.0655, -0.0044], [-0.0900, -0.1808, 0.1934], [-0.3454, -0.2171, -0.0018], [-0.1436, -0.0619, -0.1834], [0.2343, -0.1887, 0.9509], [0.1347, 0.1015, -0.6610], [-0.0796, 0.5333, 0.5250], [-0.0532, 0.2772, -0.1523], [-0.0615, -0.6099, 0.1969], [0.0853, 0.0677, -0.2543], [-0.0710, 0.2744, -0.3176], [-0.0942, -0.0398, -0.3374], [0.0327, -0.1323, -0.1056], [-0.1212, -0.1024, 0.0050], [-0.0197, -0.0027, 0.0547], [0.0087, -0.1508, 0.0664], [0.9217, 0.4539, 0.0622], [-0.3299, 0.3386, -0.3358], [0.4262, -0.2255, 0.2735], [0.0369, 0.0582, -0.1859], [-0.3079, -0.0351, -0.4596], [-0.0599, -0.2283, 0.0201], [-0.3405, 0.2628, 0.3693], [-0.4230, -0.2839, -0.2608], [0.0471, -0.2514, 0.0492], [-0.1316, 0.1426, 0.2647], [0.1705, 0.0094, 0.0905], [0.0549, -0.1064, 0.0813], [-0.8017, -0.1542, 0.2957], [0.2559, -0.0867, 0.2731], [0.2832, -0.1514, -0.4273], [0.0675, -0.0822, 0.5200], [-0.2442, 0.2700, 0.0544], [0.1807, -0.1789, -0.2026], [0.1178, -0.1068, -0.0034], [0.1851, 0.1809, -0.0848], [0.0514, 0.1129, -0.1265], [-0.1526, 0.1316, -0.0691], [0.0865, 0.0009, 0.0325], [-0.0024, 0.0671, -0.2196], [0.4208, -0.3865, 0.4316], [-0.1292, 0.0195, -0.6848], [0.2912, -0.0920, -0.2654], [0.0340, -0.1650, 0.2409], [0.1925, 0.2788, 0.4861], [-0.0386, 0.0708, 0.0232], [-0.1048, 0.1487, -0.0983], [-0.1541, 0.0062, 0.0630], [-0.3635, -0.1530, 0.3149], [-0.1151, -0.0947, 0.0917], [-0.0655, 0.2300, -0.1584], [0.1821, 0.1617, -0.2583], [-0.8619, 0.3814, -0.5392], [-1.5658, -0.1017, 0.6233], [-0.1909, 1.0934, 0.5016], [-0.5081, -0.6073, 0.3414], [-0.3695, -0.5942, -0.2306], [0.1068, -0.0824, 0.1145], [0.0379, -0.1980, 0.0427], [-0.7024, 0.1728, 0.4774], [0.1488, -0.2163, 0.1823], [-0.3177, 0.3030, 0.1045], [0.2075, 0.0626, -0.1117], [0.0519, 0.3604, -0.1933]], "lowdin_charge": [-0.083, -0.272, -0.184, -0.277, -0.096, -0.249, -0.073, 0.045, 0.067, 0.085, 0.088, 0.107, 0.114, 0.112, 0.079, 0.072, 0.067, 0.100, 0.103, 0.063, 0.066, 0.072, -0.080, -0.252, -0.196, -0.252, -0.082, -0.276, -0.081, 0.068, 0.068, 0.077, 0.117, 0.105, 0.111, 0.094, 0.077, 0.062, 0.072, 0.120, 0.104, 0.035, 0.068, 0.080, -0.077, -0.234, -0.216, -0.258, -0.074, -0.261, -0.063, 0.087, 0.063, 0.056, 0.117, 0.113, 0.097, 0.119, 0.062, 0.073, 0.072, 0.096, 0.084, 0.071, 0.074, 0.064, -0.074, -0.270, -0.178, -0.267, -0.072, -0.238, -0.068, 0.055, 0.065, 0.068, 0.092, 0.122, 0.118, 0.084, 0.067, 0.083, 0.041, 0.078, 0.103, 0.066, 0.078, 0.068, -0.075, -0.234, -0.169, -0.261, -0.071, -0.260, -0.077, 0.036, 0.054, 0.081, 0.105, 0.102, 0.077, 0.097, 0.085, 0.040, 0.071, 0.077, 0.125, 0.080, 0.065, 0.074, -0.087, 0.006, -0.550, -0.004, 0.034, 0.088, 0.060, 0.079, 0.115, 0.072, 0.084, 0.086, -0.051, 0.052, -0.523, 0.005, -0.002, 0.072, 0.061, 0.068, 0.086, 0.059, 0.079, 0.074, -0.072, 0.014, -0.529, 0.021, 0.025, 0.092, 0.066, 0.090, 0.124, 0.096, 0.069, 0.067, -0.079, 0.018, -0.569, 0.002, 0.041, 0.096, 0.032, 0.087, 0.079, 0.064, 0.090, 0.047, -0.077, -0.027, -0.565, 0.004, 0.049, 0.066, 0.100, 0.038, 0.085, 0.060, 0.090, 0.085], "e_tot_ev": -73589.0823, "e_homo_ev": -7.4, "e_above_lowest_kcal_mol": 14.28, "charge": 0, "smiles": "CCN(CC)CC.CCN(CC)CC.CCN(CC)CC.CCN(CC)CC.CCN(CC)CC.CNC(C)=O.CNC(C)=O.CNC(C)=O.CNC(C)=O.CNC(C)=O", "multiplicity": 1, "homo_lumo_gap_ev": 7.753}

{"formula": "H3NOP", "method": "ωB97M-V/def2-TZVPD", "elements": ["N", "P", "O", "H", "H", "H"], "xyz": [[-0.2625, -1.5066, 0.0812], [-0.8120, -0.0239, 0.0001], [-2.2834, 0.0843, -0.0120], [0.7773, -1.5520, 0.3068], [-0.2964, 1.0328, 0.9304], [-0.6187, 0.5700, -1.2523]], "atomic_forces_ev_per_a": [[2.4762, 0.1832, 0.8889], [-0.2825, -0.0961, -0.4096], [-1.9976, 0.1810, 0.8713], [-1.6541, 0.0744, -0.3457], [0.1880, -0.9104, -0.4982], [1.2700, 0.5679, -0.5067]], "lowdin_charge": [-0.366, 0.151, -0.580, -0.083, -0.052, -0.069], "e_tot_ev": -12875.7890, "e_homo_ev": -3.5, "e_above_lowest_kcal_mol": 6.79, "charge": -1, "smiles": "N=[PH2][O-]", "multiplicity": 1, "homo_lumo_gap_ev": 8.663}

{"formula": "C6H6NO3S", "method": "ωB97M-V/def2-TZVPD", "elements": ["O", "C", "O", "C", "C", "C", "C", "S", "C", "N", "O", "H", "H", "H", "H", "H", "H"], "xyz": [[2.9745, -1.2709, -0.0173], [2.7406, -0.0592, 0.0421], [3.4834, 0.9083, -0.1731], [1.2949, 0.3858, 0.4186], [0.1659, -0.2861, 0.1923], [0.0989, -1.6483, -0.2713], [-1.1212, -2.1786, -0.3017], [-2.3969, -1.0857, 0.2340], [-1.2190, 0.3010, 0.4304], [-1.5472, 1.3432, -0.5489], [-1.1702, 2.6501, -0.0765], [1.2538, 1.4068, 0.7804], [1.0218, -2.1468, -0.5168], [-1.4247, -3.1644, -0.5898], [-1.3291, 0.6922, 1.4513], [-2.5606, 1.3934, -0.6461], [-0.2648, 2.7592, -0.4076]], "atomic_forces_ev_per_a": [[0.1292, -0.8511, -0.0240], [-0.8747, 0.4081, 0.2202], [0.4371, 0.5522, -0.1020], [0.4350, 0.0665, -0.2628], [-0.0170, 0.4327, 0.4633], [-0.0492, -0.6466, -0.2807], [-0.0091, 0.3841, 0.0272], [-0.0888, 0.2511, 0.0451], [0.0370, 0.1264, 0.3998], [-0.2632, 0.0688, -0.5205], [0.1452, -0.4144, 0.1470], [-0.0866, 0.0621, 0.1589], [0.0758, -0.1564, -0.0797], [0.0830, -0.3400, -0.1036], [0.0744, 0.0336, -0.1752], [0.2674, 0.1695, 0.1133], [-0.2952, -0.1468, -0.0263]], "lowdin_charge": [-0.060, -0.750, -0.069, 0.048, -0.265, -0.134, -0.411, 0.875, -0.548, -0.109, -0.094, 0.095, 0.101, 0.047, 0.109, 0.080, 0.083], "e_tot_ev": -24786.4864, "e_homo_ev": -4.5, "e_above_lowest_kcal_mol": 65.27, "charge": -1, "smiles": "O=C([O-])/C=C1\\C=CS[C@@H]1NO", "multiplicity": 1, "homo_lumo_gap_ev": 7.342}

{"formula": "C2H5N3O2S", "method": "ωB97M-V/def2-TZVPD", "elements": ["C", "C", "H", "H", "H", "H", "H", "N", "N", "N", "O", "O", "S"], "xyz": [[-0.3665, -0.8109, -0.5062], [0.5441, 0.8420, 1.3245], [-0.5295, -1.9266, -2.2722], [0.0648, -0.3290, -2.5605], [-0.8592, 2.2071, -1.8899], [0.2404, -1.1757, 1.7749], [0.2457, -0.0421, 3.1739], [-0.9389, -0.8116, -1.7343], [0.1818, 0.4680, -0.0262], [0.5918, -0.2519, 2.1798], [-0.3266, -1.7056, 0.2909], [0.6740, 2.0178, 1.5165], [0.4783, 1.5184, -1.2714]], "atomic_forces_ev_per_a": [[1.6501, 1.6249, 2.6767], [-1.3011, -0.9872, -0.0245], [-2.4183, 3.6553, 2.7041], [-3.7823, -0.4832, 3.4399], [2.3659, -1.7157, 1.9034], [0.5958, 1.8614, 0.5102], [1.0949, -0.2365, -2.1740], [5.3449, -3.4920, -7.0473], [-1.3246, -1.3765, -2.4511], [-1.1505, 0.3720, 1.4542], [-0.6564, -2.0550, -0.0942], [0.4676, -0.2247, 1.0239], [-0.8860, 3.0572, -1.9214]], "lowdin_charge": [-0.698, -0.606, 0.224, 0.190, 0.019, 0.083, 0.146, 0.005, -0.365, 0.139, 0.045, 0.047, 0.772], "e_tot_ev": -21552.2951, "e_homo_ev": -9.3, "e_above_lowest_kcal_mol": 83.44, "charge": 0, "multiplicity": 1, "homo_lumo_gap_ev": 9.023}